Formula: C26H41FN2O14Si2
Source: the Open Molecules 2025 dataset
Level of theory: ωB97M-V/def2-TZVPD

Last column: Mulliken charge in e.
Cartesian coordinates (Å):
1 C -3.442 -7.325 1.134  -1.199
2 C -2.388 -6.159 1.562  0.310
3 F -2.590 -5.070 0.605  -0.299
4 Si -2.700 -5.457 3.318  0.334
5 C -4.304 -4.408 3.464  -0.568
6 C -4.425 -3.242 2.378  -0.071
7 N -3.774 -2.097 2.384  -0.577
8 O -1.406 -4.507 3.967  -0.243
9 Si 0.101 -5.360 4.035  0.498
10 C 1.637 -4.201 3.752  -0.718
11 C 1.221 -2.699 3.366  -0.278
12 C 2.069 -2.032 2.173  -0.685
13 N 2.528 -2.963 1.113  -0.118
14 C 1.419 -3.603 0.369  -0.252
15 C 0.994 -2.810 -0.977  0.390
16 C -0.456 -3.004 -1.519  -0.478
17 C -1.036 -2.320 -2.776  -0.540
18 C -0.101 -1.341 -3.548  -0.468
19 C 1.341 -1.148 -3.039  -0.402
20 C 1.920 -1.866 -1.780  0.165
21 O 3.274 -1.637 -1.412  -0.561
22 H -3.239 -8.250 1.769  0.331
23 H -3.296 -7.482 0.014  0.345
24 H -4.479 -6.870 1.298  0.287
25 H -1.318 -6.539 1.388  0.242
26 H -2.861 -6.620 4.218  -0.175
27 H -4.281 -3.915 4.494  0.366
28 H -5.214 -5.099 3.310  0.325
29 H -5.119 -3.434 1.480  0.304
30 H -3.199 -2.110 3.247  0.214
31 H 0.275 -5.927 5.377  -0.228
32 H 0.144 -6.410 3.015  -0.201
33 H 2.254 -4.157 4.724  0.412
34 H 2.278 -4.744 2.980  0.214
35 H 1.389 -2.033 4.296  0.457
36 H 0.108 -2.606 3.118  0.048
37 H 2.976 -1.483 2.591  0.425
38 H 1.393 -1.236 1.690  0.134
39 H 3.241 -3.627 1.432  0.313
40 H 0.451 -3.747 0.959  -0.048
41 H 1.769 -4.667 0.075  0.307
42 H -1.122 -3.726 -0.937  0.246
43 H -2.109 -2.564 -3.062  0.342
44 H -0.557 -0.826 -4.461  0.336
45 H 2.050 -0.451 -3.602  0.445
46 H 3.697 -2.523 -1.304  0.345
47 C 0.992 2.397 -1.609  -0.111
48 C 2.361 2.807 -2.050  -0.143
49 O 2.146 4.097 -2.608  -0.208
50 C 1.011 4.592 -2.043  0.546
51 O 0.634 5.725 -2.165  -0.557
52 O 0.361 3.640 -1.322  -0.353
53 H 1.012 1.759 -0.724  0.214
54 H 0.431 1.890 -2.399  0.189
55 H 3.062 2.896 -1.215  0.230
56 H 2.780 2.127 -2.792  0.227
57 C 3.106 9.182 -1.202  -0.329
58 C 3.000 7.693 -1.078  -0.001
59 O 3.937 7.390 -0.052  -0.302
60 C 4.092 8.517 0.695  0.623
61 O 4.682 8.562 1.736  -0.543
62 O 3.490 9.587 0.105  -0.318
63 H 2.161 9.645 -1.491  0.301
64 H 3.882 9.490 -1.910  0.274
65 H 2.007 7.369 -0.757  0.171
66 H 3.259 7.178 -2.004  0.108
67 C 5.378 5.329 -5.675  -0.328
68 C 3.989 5.578 -6.178  -0.293
69 O 3.380 4.298 -6.083  -0.310
70 C 4.066 3.597 -5.141  0.739
71 O 3.715 2.543 -4.694  -0.602
72 O 5.201 4.248 -4.770  -0.314
73 H 5.800 6.197 -5.166  0.289
74 H 6.062 5.016 -6.469  0.280
75 H 3.435 6.280 -5.549  0.225
76 H 3.977 5.938 -7.208  0.298
77 C -6.011 0.635 2.080  -0.159
78 C -6.856 0.229 3.248  -0.238
79 O -7.768 1.312 3.375  -0.335
80 C -7.844 1.918 2.158  0.600
81 O -8.645 2.761 1.872  -0.521
82 O -6.893 1.441 1.309  -0.335
83 H -5.660 -0.220 1.501  0.187
84 H -5.149 1.240 2.377  0.239
85 H -7.421 -0.688 3.056  0.245
86 H -6.273 0.102 4.161  0.290

Computed properties:
HOMO energy ... -8.4 eV
2S+1 ... 1
E_LUMO ... 0.3 eV

Formula: C26H41N2SW
Source: the Open Molecules 2025 dataset
Level of theory: ωB97M-V/def2-TZVPD

Last column: Mulliken charge in e.
Cartesian coordinates (Å):
1 C 0.704 1.833 -1.243  -0.524
2 C -0.721 1.965 -1.047  0.568
3 C -1.366 0.919 -1.788  0.541
4 C -0.351 0.126 -2.438  0.449
5 C 0.923 0.704 -2.116  0.891
6 W 0.000 0.000 0.000  0.533
7 C 0.406 -2.521 0.600  0.470
8 C 1.320 -1.602 1.128  -1.056
9 H 1.283 -1.416 2.208  0.476
10 C 2.114 -0.739 0.292  -0.379
11 H 2.537 -1.169 -0.625  0.765
12 H 2.791 -0.043 0.801  -0.102
13 C -0.470 -3.308 1.545  -1.406
14 H -0.641 -2.760 2.486  0.349
15 H -1.453 -3.526 1.096  0.309
16 H 0.015 -4.277 1.781  0.428
17 C 0.571 -3.127 -0.779  -0.851
18 H 1.209 -2.524 -1.444  0.020
19 H 1.037 -4.129 -0.680  0.488
20 H -0.403 -3.279 -1.274  0.172
21 C -1.419 3.056 -0.283  -1.351
22 H -0.821 3.390 0.580  0.250
23 H -1.602 3.932 -0.935  0.295
24 H -2.392 2.707 0.099  0.303
25 C -2.847 0.819 -2.010  -1.302
26 H -3.412 1.018 -1.086  0.288
27 H -3.148 1.567 -2.769  0.376
28 H -3.142 -0.175 -2.373  0.395
29 C -0.597 -0.971 -3.437  -1.585
30 H -1.490 -1.563 -3.181  0.348
31 H -0.760 -0.549 -4.447  0.366
32 H 0.259 -1.662 -3.503  0.308
33 C 2.234 0.313 -2.735  -1.585
34 H 2.305 -0.775 -2.900  0.419
35 H 2.342 0.803 -3.721  0.351
36 H 3.088 0.622 -2.112  0.320
37 C 1.752 2.774 -0.714  -0.744
38 H 2.732 2.277 -0.637  0.228
39 H 1.867 3.650 -1.381  0.415
40 H 1.484 3.144 0.289  0.402
41 C -1.982 -0.839 0.479  1.087
42 C -2.607 -0.529 1.712  -0.565
43 C -2.743 -1.623 -0.422  -0.366
44 C -3.905 -0.972 2.021  -0.624
45 H -2.072 0.072 2.455  0.281
46 C -4.038 -2.073 -0.126  -0.879
47 H -2.317 -1.894 -1.397  0.398
48 C -4.629 -1.747 1.104  -0.664
49 H -4.350 -0.710 2.988  0.391
50 H -4.587 -2.677 -0.858  0.426
51 H -5.640 -2.093 1.344  0.364
52 C 0.736 3.188 3.001  -0.781
53 N 2.094 2.654 2.960  0.478
54 C 3.070 3.335 3.799  -0.951
55 C 2.467 1.467 2.206  -0.358
56 S 1.363 0.810 1.219  -0.265
57 N 3.742 0.862 2.534  0.528
58 C 4.981 1.527 2.177  -1.144
59 C 3.813 -0.375 3.295  -0.845
60 H 0.378 3.205 4.053  0.498
61 H 0.003 2.582 2.446  0.048
62 H 0.727 4.224 2.601  0.377
63 H 3.486 2.631 4.550  0.288
64 H 3.882 3.762 3.179  0.295
65 H 2.613 4.185 4.350  0.389
66 H 5.551 1.787 3.095  0.391
67 H 5.597 0.849 1.550  0.370
68 H 4.789 2.446 1.585  0.308
69 H 3.263 -0.257 4.252  0.301
70 H 3.399 -1.224 2.730  0.183
71 H 4.867 -0.638 3.531  0.400

Computed properties:
Charge ... +1
HOMO energy (spin up / spin down) ... -9.1 / -10.3 eV
2S+1 ... 3
E_LUMO (spin up / spin down) ... -2.4 / -3.8 eV

Formula: C26H41N3O2
Source: the Open Molecules 2025 dataset
Level of theory: ωB97M-V/def2-TZVPD

Last column: natural (NBO) charge in e.
Cartesian coordinates (Å):
1 C -0.713 -4.290 0.464  -0.602
2 C -0.022 -3.126 -0.234  -0.385
3 C 1.423 -2.956 0.230  -0.393
4 C 2.130 -1.831 -0.527  -0.438
5 C 3.519 -1.468 0.060  -0.049
6 C 4.682 -1.687 -0.945  -0.211
7 N 4.980 -0.606 -1.859  -0.624
8 C 3.960 -0.292 -2.835  -0.414
9 N 3.605 -0.103 0.560  -0.663
10 C 2.757 0.166 1.711  -0.219
11 C 2.175 1.586 1.640  -0.042
12 C 1.189 1.827 2.818  -0.429
13 C -0.096 1.077 2.617  -0.080
14 C -1.165 1.684 1.969  -0.139
15 C -2.314 0.980 1.665  -0.330
16 C -2.408 -0.369 1.981  0.373
17 O -3.494 -1.110 1.630  -0.688
18 C -1.371 -0.976 2.681  -0.299
19 C -0.237 -0.253 3.001  -0.191
20 N 1.591 1.744 0.322  -0.673
21 C 1.356 3.089 -0.155  -0.194
22 C 0.842 3.036 -1.604  -0.421
23 C -0.429 2.240 -1.680  -0.065
24 C -0.397 0.883 -1.968  -0.142
25 C -1.536 0.100 -1.912  -0.341
26 C -2.753 0.676 -1.570  0.379
27 O -3.923 -0.007 -1.405  -0.538
28 C -3.951 -1.389 -1.718  -0.072
29 C -5.373 -1.887 -1.512  -0.617
30 C -2.808 2.053 -1.346  -0.284
31 C -1.661 2.817 -1.389  -0.193
32 H -1.749 -4.374 0.141  0.206
33 H -0.703 -4.146 1.542  0.199
34 H -0.206 -5.226 0.240  0.200
35 H -0.037 -3.290 -1.315  0.189
36 H -0.569 -2.203 -0.025  0.198
37 H 1.423 -2.741 1.301  0.192
38 H 1.969 -3.891 0.083  0.194
39 H 2.230 -2.129 -1.572  0.201
40 H 1.495 -0.942 -0.500  0.206
41 H 3.714 -2.128 0.914  0.186
42 H 5.597 -1.852 -0.370  0.199
43 H 4.484 -2.588 -1.533  0.180
44 H 5.213 0.221 -1.318  0.360
45 H 4.363 0.451 -3.525  0.199
46 H 3.025 0.103 -2.414  0.155
47 H 3.729 -1.194 -3.403  0.190
48 H 3.310 0.539 -0.173  0.378
49 H 3.356 0.054 2.622  0.190
50 H 1.919 -0.538 1.762  0.176
51 H 2.999 2.306 1.721  0.197
52 H 0.981 2.897 2.885  0.212
53 H 1.679 1.515 3.740  0.217
54 H -1.109 2.728 1.697  0.203
55 H -3.136 1.473 1.169  0.214
56 H -4.078 -0.574 1.077  0.483
57 H -1.469 -2.012 2.962  0.222
58 H 0.550 -0.733 3.564  0.213
59 H 0.725 1.213 0.273  0.382
60 H 2.307 3.630 -0.124  0.196
61 H 0.630 3.649 0.459  0.157
62 H 0.676 4.057 -1.953  0.214
63 H 1.608 2.573 -2.228  0.214
64 H 0.541 0.419 -2.236  0.209
65 H -1.458 -0.954 -2.126  0.225
66 H -3.260 -1.939 -1.065  0.182
67 H -3.646 -1.539 -2.763  0.175
68 H -5.659 -1.799 -0.467  0.207
69 H -6.063 -1.301 -2.113  0.216
70 H -5.441 -2.930 -1.807  0.218
71 H -3.765 2.501 -1.124  0.222
72 H -1.721 3.877 -1.191  0.211

Computed properties:
HOMO energy ... -8.2 eV
2S+1 ... 1
E_LUMO ... 0.8 eV
SMILES ... CCCC[C@@H](CNC)NC[C@H](Cc1ccc(O)cc1)NCCc1ccc(OCC)cc1

Listing maximum force for the structures above in their given order: 4.50 10.52 0.52 eV/Å.
Listing molar mass for the structures above in their given order: 680.8 597.5 427.6 g mol⁻¹.